1.
The following is a DFT calculation (the ωB97M-V functional and the def2-TZVPD basis) of the ion C7H5FO4S with charge -2.

Output
LUMO: 6.22 eV
HOMO level: -0.11 eV
ΔE to the lowest compared entry with this formula, charge and spin: 0.0 kcal per mole
Gap between HOMO and LUMO: 0.2327 hartree
Net charge: -2

Last column: natural (NBO) charge in e.
Atoms and positions in Å:
C: 0.91812 -1.78162 -0.10476  -0.31
C: 1.51258 -0.84233 -1.05632  -0.25
C: -0.15639 -1.39766 0.64129  -0.11
C: 1.16031 0.47029 -1.14584  -0.20
C: 0.79130 2.19560 0.69622  0.73
C: -0.72452 -0.07839 0.80098  -0.50
C: 0.18570 1.11092 -0.26404  0.22
O: 1.17526 3.20963 0.09084  -0.78
O: -2.56585 -1.52022 -0.66598  -1.06
O: 0.90888 1.90094 1.90149  -0.77
O: -3.58088 -0.18346 1.12560  -1.08
F: -0.66770 1.77165 -1.14145  -0.38
S: -2.53812 -0.18603 -0.03493  1.47
H: 1.27414 -2.77155 -0.10028  0.18
H: 2.33101 -1.25310 -1.59800  0.17
H: -0.81823 -2.11925 1.14867  0.20
H: 1.36342 1.10429 -2.05698  0.20
H: -0.56902 0.37029 1.76348  0.28

---

2.
The following is a DFT calculation (the ωB97M-V functional and the def2-TZVPD basis) of a cluster of 2 separate species, C23H32F5IN3O7PS2 in total.

Output
LUMO: 0.13 eV
SMILES: C=C[C@H]1[C@](CN)(CCCI)[C@@](COCCC)(N(C(=O)F)C(=O)F)S(=O)(=O)O[C@]1(COC(F)(F)F)[PH2]=S.c1ccncc1
HOMO level: -9.29 eV
Gap between HOMO and LUMO: 0.3463 hartree
Net charge: 0

Last column: Löwdin charge in e.
Atoms and positions in Å:
C: -4.40905 -1.46630 -2.96459  0.04
C: -3.45031 -1.54309 -2.03803  -0.14
C: -2.45819 -0.41336 -1.78825  -0.22
C: -2.47720 0.06347 -0.29249  -0.27
C: -3.99478 0.35898 -0.03442  -0.21
N: -4.50646 1.39048 -0.93726  0.04
C: -1.84014 1.47952 -0.12987  -0.14
C: -0.32336 1.73117 0.00636  -0.32
C: -0.06039 2.66006 1.19346  -0.65
I: 2.01207 3.08125 1.40518  0.94
C: -1.87996 -0.97671 0.75555  -0.19
C: -1.35722 -0.29955 2.05931  -0.15
O: 0.03012 -0.13982 2.12243  -0.20
C: 0.61659 -0.51784 3.36141  -0.20
C: 2.11782 -0.62731 3.16663  -0.24
C: 2.85463 -0.75216 4.49552  -0.10
N: -2.82889 -2.08003 1.09168  0.09
C: -3.97657 -1.74932 1.83618  -0.51
O: -4.14351 -0.84698 2.57457  0.20
F: -4.93483 -2.64889 1.61665  0.17
C: -2.26116 -3.28479 1.62905  -0.51
O: -1.35637 -3.35868 2.37276  0.23
F: -2.92718 -4.33944 1.20174  0.19
S: -0.52631 -1.90853 -0.18551  0.72
O: 0.62726 -2.18204 0.58433  -0.18
O: -1.23149 -3.03334 -0.71662  -0.21
O: -0.07006 -0.99122 -1.40001  -0.21
C: -1.05942 -0.66361 -2.41450  -0.48
C: -1.03904 -1.60762 -3.63681  -0.17
O: -1.14617 -2.99838 -3.34865  0.05
C: -0.01333 -3.71630 -3.43988  -0.71
F: 0.43467 -3.78144 -4.71356  0.16
F: -0.27135 -4.95309 -3.02756  0.19
F: 0.99616 -3.21576 -2.70781  0.17
P: -0.44252 0.94821 -3.20506  0.48
S: -0.85623 1.18674 -5.08790  0.20
H: -4.23708 -1.04011 -3.95052  0.07
H: -5.41593 -1.82166 -2.77090  0.07
H: -3.38958 -2.43826 -1.42887  0.11
H: -2.88311 0.41894 -2.35499  0.12
H: -4.07994 0.70642 0.99234  0.11
H: -4.59783 -0.54505 -0.11250  0.11
H: -4.98970 2.11166 -0.41893  0.09
H: -5.20167 0.99244 -1.55733  0.08
H: -2.30358 1.91756 0.75743  0.11
H: -2.23353 2.09198 -0.93709  0.10
H: 0.09104 2.27228 -0.84373  0.06
H: 0.29979 0.85189 0.14233  0.08
H: -0.54214 3.62102 1.01889  0.05
H: -0.42713 2.25963 2.13315  0.04
H: -1.69315 -0.88602 2.91335  0.13
H: -1.84131 0.67127 2.19422  0.12
H: 0.23128 -1.48726 3.69036  0.13
H: 0.41407 0.25531 4.11545  0.13
H: 2.49116 0.19080 2.55029  0.07
H: 2.29878 -1.54041 2.59474  0.11
H: 3.92564 -0.83484 4.31230  0.07
H: 2.66774 0.09712 5.15304  0.07
H: 2.56989 -1.68011 4.99526  0.08
H: -0.12011 -1.44144 -4.19947  0.11
H: -1.88825 -1.35546 -4.26103  0.11
H: 0.92301 0.93928 -2.87548  0.02
H: -1.00880 1.98878 -2.47955  -0.02
C: 7.34672 3.66682 -0.91302  -0.08
C: 6.00924 3.63074 -0.55344  -0.07
C: 5.66926 3.04116 0.65458  -0.18
N: 6.55291 2.50394 1.49117  0.06
C: 7.83363 2.54485 1.13126  -0.16
C: 8.28088 3.11276 -0.05283  -0.08
H: 7.65554 4.11832 -1.84709  0.10
H: 5.24306 4.04876 -1.19231  0.10
H: 4.63109 2.99520 0.96842  -0.04
H: 8.53475 2.09899 1.82821  0.10
H: 9.33557 3.11843 -0.29171  0.10

---

3.
The following is a DFT calculation (the ωB97M-V functional and the def2-TZVPD basis) of a structure of composition C41H42Br2FeN6O2Se.

Output
Expectation value of S²: 0.76
LUMO (spin up / spin down): -3.16 / -3.60 eV
HOMO level (spin up / spin down): -9.53 / -9.53 eV
Gap between HOMO and LUMO (spin up / spin down): 0.2341 / 0.2180 hartree
2S+1: 2
Net charge: +1

Last column: Löwdin charge in e.
Atoms and positions in Å:
Fe: -0.27806 1.59865 0.03622  0.50
O: 1.21424 -0.10715 -0.16848  0.03
C: 2.34484 0.29505 0.15352  -0.34
C: 3.45424 -0.58325 0.39022  0.03
C: 4.77954 -0.29115 0.42142  0.02
C: 5.40814 1.03595 0.27312  -0.18
C: 4.43614 2.89405 -0.40788  -0.14
C: 2.96124 2.56565 -0.73948  -0.26
C: 2.08154 3.76615 -0.89948  -0.05
N: 0.86104 3.70995 -0.61058  0.04
C: -0.01506 4.83575 -0.76988  -0.17
C: -1.44876 4.31945 -0.99968  -0.19
N: -1.72196 3.34825 0.02362  -0.02
C: -2.57126 3.58175 0.94882  -0.08
C: -2.68666 2.82715 2.16402  -0.15
C: -3.84136 2.96685 2.94462  -0.05
C: -3.95646 2.37825 4.18192  -0.10
C: -2.86086 1.70145 4.72132  -0.08
C: -1.70506 1.56315 3.99552  -0.03
C: -1.59116 2.04765 2.66812  -0.38
O: -0.52896 1.79015 1.98842  -0.16
H: 3.17444 -1.62875 0.44852  0.12
H: 5.45944 -1.11655 0.57992  0.12
H: 6.46504 0.97885 0.53272  0.13
H: 4.73684 3.91905 -0.60128  0.15
H: 2.56804 4.65865 -1.30508  0.15
H: 0.00394 5.40065 0.16872  0.14
H: 0.29654 5.50175 -1.58498  0.13
H: -2.15256 5.16485 -0.97958  0.12
H: -1.49516 3.83275 -1.97858  0.10
H: -3.23986 4.44905 0.86562  0.14
H: -4.66336 3.54585 2.54622  0.11
H: -4.87146 2.46235 4.74712  0.10
H: -2.92096 1.28685 5.71702  0.11
H: -0.84676 1.05535 4.40752  0.11
Br: 1.43614 1.01645 -7.01798  0.79
C: 1.12804 1.22115 -5.15678  -0.65
C: -0.17216 1.27915 -4.66678  -0.08
C: -0.33016 1.44675 -3.30268  -0.14
N: 0.67394 1.57425 -2.44548  0.12
C: 1.92394 1.52355 -2.91868  -0.20
C: 2.19044 1.33925 -4.27898  -0.04
C: 3.04924 1.72265 -2.01038  -0.07
C: 4.28484 1.21825 -2.12718  -0.02
C: 5.20814 1.76785 -1.10088  -0.69
Br: 6.91154 2.26345 -1.93628  0.79
C: 4.68674 2.28625 0.97972  -0.13
C: 3.36214 1.90495 1.45332  0.02
N: 2.52484 1.70055 0.38142  0.04
H: -1.02096 1.20705 -5.32528  0.11
H: -1.32326 1.49485 -2.87188  0.09
H: 3.20694 1.32445 -4.63928  0.11
H: 4.62644 0.52895 -2.87768  0.13
H: 5.33704 2.81015 1.67152  0.15
H: 3.16864 1.37865 2.36932  0.14
C: -2.98456 -3.80225 -1.77388  -0.09
C: -2.38046 -3.24105 -3.05638  -0.24
C: -0.85316 -3.16525 -3.03478  -0.17
C: -0.27866 -2.04925 -2.15808  -0.16
N: -0.39996 -2.29685 -0.74588  -0.02
C: -1.12396 -1.57345 0.13412  -0.61
Se: -2.15106 -0.10315 -0.30558  0.86
N: -0.94266 -2.06705 1.37612  0.01
C: -1.54926 -1.59615 2.59642  -0.14
C: -2.54296 -2.59955 3.18912  -0.17
C: -3.78226 -2.83925 2.32762  -0.24
C: -4.69806 -1.62465 2.23832  -0.10
C: -0.01926 -3.08825 1.30732  -0.13
C: 0.57764 -3.86895 2.28692  0.01
C: 1.52704 -4.78445 1.87612  -0.07
C: 1.87884 -4.92065 0.53422  -0.07
C: 1.28974 -4.14735 -0.45018  0.00
C: 0.33054 -3.22845 -0.04668  -0.15
H: -4.01866 -4.08865 -1.94448  0.08
H: -2.97566 -3.05955 -0.97868  0.03
H: -2.43876 -4.68425 -1.44318  0.08
H: -2.79416 -2.24895 -3.24548  0.11
H: -2.66756 -3.88415 -3.89068  0.11
H: -0.49896 -2.98325 -4.05128  0.12
H: -0.45356 -4.12835 -2.71408  0.10
H: -0.79716 -1.11135 -2.37208  0.06
H: 0.78644 -1.91435 -2.37768  0.13
H: -2.05536 -0.65285 2.38392  0.07
H: -0.74856 -1.40665 3.31772  0.13
H: -2.85536 -2.21565 4.16152  0.12
H: -2.03866 -3.55355 3.35332  0.10
H: -4.33856 -3.67015 2.76692  0.11
H: -3.48046 -3.14475 1.32342  0.09
H: -4.94876 -1.26145 3.23252  0.08
H: -5.61976 -1.89245 1.72882  0.07
H: -4.23366 -0.81515 1.67812  0.02
H: 0.32904 -3.75845 3.33052  0.12
H: 2.01414 -5.40715 2.61112  0.11
H: 2.63394 -5.63965 0.25872  0.11
H: 1.58064 -4.24635 -1.48248  0.11

---

4.
The following is a DFT calculation (the ωB97M-V functional and the def2-TZVPD basis) of a cluster of 2 separate species, C4H10N2O2 in total.

Output
LUMO: 0.18 eV
SMILES: [H]/N=C/C(C)=O.CON
HOMO level: -9.67 eV
ΔE to the lowest compared entry with this formula, charge and spin: 97.7 kcal per mole
Gap between HOMO and LUMO: 0.3620 hartree
Net charge: 0

Last column: natural (NBO) charge in e.
Atoms and positions in Å:
H: -1.49753 -2.36575 1.26431  0.35
N: -1.55837 -1.56938 0.63651  -0.59
C: -1.10082 -0.48991 1.09240  0.05
C: -1.12768 0.73205 0.23136  0.55
C: -1.91016 0.60164 -1.03872  -0.73
O: -0.52161 1.73675 0.55086  -0.55
H: -0.65421 -0.33999 2.07845  0.19
H: -2.95314 0.42894 -0.80128  0.25
H: -1.81731 1.49884 -1.64800  0.23
H: -1.55581 -0.27585 -1.57170  0.25
C: 1.67580 -0.46648 -0.89157  -0.27
O: 1.50476 -0.60162 0.50275  -0.42
N: 2.00750 0.47263 1.27010  -0.53
H: 1.15725 -1.31097 -1.33068  0.20
H: 2.74149 -0.50392 -1.16152  0.17
H: 1.24852 0.47291 -1.26352  0.17
H: 1.40417 1.28692 1.11710  0.36
H: 2.95723 0.69314 0.96322  0.33